Version P
{
  "formula": "C6H9NO",
  "method": "the ωB97M-V functional and the def2-TZVPD basis",
  "homo_lumo_gap_ev": 8.483,
  "e_lumo_ev": 0.93,
  "homo_ev": -7.55,
  "smiles": "CC(O)=C=N.C#CC",
  "symbols": ["C", "C", "O", "C", "N", "H", "H", "H", "H", "H", "C", "C", "C", "H", "H", "H", "H"],
  "coordinates": [[2.56541, 0.24604, -0.19850], [1.15859, 0.33744, 0.45899], [0.72130, 1.58498, 0.54700], [0.48126, -0.76530, 0.71174], [0.06024, -1.89005, 0.85093], [3.23942, -0.37371, 0.34071], [2.42440, 0.07628, -1.24677], [3.01930, 1.27608, -0.13932], [-0.26406, 1.59173, 0.85980], [0.20095, -2.20042, 1.76820], [-1.96989, 0.86587, 1.03785], [-2.09669, 0.20878, 0.01082], [-2.27667, -0.74101, -1.06198], [-2.18502, 0.99253, 2.11091], [-2.92233, -1.54468, -0.90955], [-2.74536, -0.11885, -1.91662], [-1.24489, -1.05567, -1.27907]]
}



Version Q
{
  "formula": "C6H9NO",
  "method": "the ωB97M-V functional and the def2-TZVPD basis",
  "homo_lumo_gap_ev": 10.118,
  "e_lumo_ev": 1.01,
  "homo_ev": -9.11,
  "symbols": ["C", "C", "C", "C", "C", "C", "H", "H", "H", "H", "H", "H", "H", "H", "H", "N", "O"],
  "coordinates": [[0.30229, 1.86650, -0.12080], [-0.01095, 0.50076, -0.01642], [-1.28077, -0.15196, 0.21053], [-0.38916, -1.19854, 0.66670], [0.29592, -1.78237, -0.68477], [0.54963, -0.24255, -1.23520], [1.48124, 1.68018, 0.58687], [-0.24707, 2.48991, 0.68912], [0.23469, 2.41456, -1.10877], [-1.80868, -0.41783, -0.60532], [-1.95913, 0.28289, 0.98524], [-0.59251, -1.80830, 1.43890], [0.52192, 0.35816, 2.01831], [1.24446, -2.39727, -0.47707], [1.50925, -0.02708, -1.79254], [0.66996, -0.22301, 1.08543], [-0.52108, -1.34405, -1.64020]]
}



Least stable structure: version Q



Version P
{
  "formula": "C6H9NO",
  "method": "the ωB97M-V functional and the def2-TZVPD basis",
  "homo_lumo_gap_ev": 9.572,
  "e_lumo_ev": 1.02,
  "homo_ev": -8.55,
  "smiles": "C=C1N2CC[C@]12OC",
  "symbols": ["C", "C", "N", "C", "C", "C", "O", "C", "H", "H", "H", "H", "H", "H", "H", "H", "H"],
  "coordinates": [[-0.74246, 1.85417, 1.43326], [-0.19135, 0.84068, 0.69101], [1.06949, 0.70869, -0.06171], [1.11191, 0.97014, -1.48750], [-0.35080, 0.33273, -1.64082], [-0.07246, -0.32331, -0.28478], [-0.04025, -1.65369, -0.11411], [-0.08031, -2.32485, 1.09847], [-1.60004, 1.61020, 2.01886], [-0.26838, 2.76312, 1.56619], [1.77168, 0.12511, -1.83761], [1.48884, 1.93280, -1.83533], [-1.14596, 1.08550, -1.60530], [-0.48449, -0.45689, -2.34477], [-0.42203, -3.29598, 0.92435], [-0.88794, -1.74205, 1.74291], [0.84454, -2.42636, 1.73688]]
}



Version Q
{
  "formula": "C6H9NO",
  "method": "the ωB97M-V functional and the def2-TZVPD basis",
  "homo_lumo_gap_ev": 9.916,
  "e_lumo_ev": 0.92,
  "homo_ev": -9.00,
  "symbols": ["C", "C", "C", "C", "C", "C", "H", "H", "H", "H", "H", "H", "H", "H", "H", "N", "O"],
  "coordinates": [[-2.12927, 0.46700, -0.00085], [-0.83323, -0.29377, -0.08415], [0.40269, 0.12374, 0.93283], [1.66261, -0.85864, 0.56579], [0.09911, 0.09734, -0.99973], [0.83900, 1.23937, -0.20995], [-1.92442, 1.54325, 0.33543], [-2.87880, 0.74065, -0.71678], [-2.64051, 0.07876, 0.95559], [-0.87241, -1.46084, 0.14823], [0.28738, 0.47419, 2.07700], [2.70502, -0.17032, 0.47347], [1.81218, -1.91806, 0.84361], [0.73100, -1.79421, -1.03636], [0.09038, 0.47475, -2.16731], [1.12449, -0.98288, -0.92483], [1.52476, 2.23968, -0.19201]]
}



Version R
{
  "formula": "C6H9NO",
  "method": "the ωB97M-V functional and the def2-TZVPD basis",
  "homo_lumo_gap_ev": 10.561,
  "e_lumo_ev": 0.77,
  "homo_ev": -9.79,
  "smiles": "C#CC(C)(C)C(N)=O",
  "symbols": ["C", "C", "C", "C", "C", "C", "N", "O", "H", "H", "H", "H", "H", "H", "H", "H", "H"],
  "coordinates": [[-2.02721, 0.23242, 1.95073], [-1.20098, 0.13214, 1.08383], [-0.12353, -0.21848, 0.03411], [1.14006, -0.64455, 0.77722], [-0.57218, -1.27866, -0.95876], [-0.06811, 1.16147, -0.65589], [1.18841, 1.59819, -1.02129], [-1.04235, 1.74483, -1.14901], [-2.79166, 0.30758, 2.68996], [0.95648, -1.54102, 1.38223], [1.95218, -0.85735, 0.07214], [1.49242, 0.13595, 1.46031], [-0.88677, -2.18847, -0.43253], [0.22961, -1.53319, -1.66045], [-1.43498, -0.94803, -1.55093], [1.18512, 2.44440, -1.57886], [2.00349, 1.45278, -0.44281]]
}



Version S
{
  "formula": "C6H9NO",
  "method": "the ωB97M-V functional and the def2-TZVPD basis",
  "homo_lumo_gap_ev": [7.766, 7.764],
  "e_lumo_ev": [0.85, 0.86],
  "homo_ev": [-6.91, -6.91],
  "symbols": ["C", "C", "C", "C", "C", "C", "O", "N", "H", "H", "H", "H", "H", "H", "H", "H", "H"],
  "coordinates": [[-0.77390, 0.55692, -1.05326], [0.52884, 0.03242, -1.47401], [2.00930, 1.12468, 0.36083], [-0.49676, -1.27037, 1.12161], [0.91302, 0.17579, -0.01299], [-1.62505, -1.60412, 1.69243], [-1.87881, -0.20543, -1.31883], [0.61317, -0.77988, 0.90982], [-2.54903, -0.06888, -0.63775], [-0.96161, 1.60314, -0.84125], [0.48733, -0.99043, -1.84244], [1.11168, 0.71498, -2.09279], [2.55083, 1.49080, -0.51582], [2.72886, 0.63093, 1.01068], [1.62174, 2.00278, 0.89734], [-2.27232, -2.34454, 1.24248], [-2.00729, -1.06881, 2.55394]]
}



Least stable structure: version Q



Version P
{
  "formula": "C6H9NO",
  "method": "the ωB97M-V functional and the def2-TZVPD basis",
  "homo_lumo_gap_ev": 8.581,
  "e_lumo_ev": 0.95,
  "homo_ev": -7.63,
  "symbols": ["C", "C", "C", "C", "C", "C", "N", "O", "H", "H", "H", "H", "H", "H", "H", "H", "H"],
  "coordinates": [[-1.01957, 1.16436, -0.45535], [0.22564, 1.54878, 0.16357], [1.34055, 0.82428, 0.16428], [-2.58501, -0.56003, -0.29050], [-1.34887, -1.13096, 0.23995], [3.04683, -0.93286, 0.07451], [2.38322, 0.32113, -0.15588], [-1.79433, 0.32473, 0.52604], [-1.76445, 2.07350, -0.55453], [-0.76089, 0.42576, -1.37047], [0.25220, 2.20667, 0.90611], [-2.64581, -0.25815, -1.38310], [-3.47158, -0.73055, 0.24048], [-1.53419, -1.53711, 1.29707], [4.18810, -0.98951, -0.01191], [2.69739, -1.61564, -0.56577], [2.79077, -1.13440, 1.17551]]
}



Version Q
{
  "formula": "C6H9NO",
  "method": "the ωB97M-V functional and the def2-TZVPD basis",
  "homo_lumo_gap_ev": [6.406, 6.383],
  "e_lumo_ev": [0.65, 0.65],
  "homo_ev": [-5.76, -5.74],
  "symbols": ["C", "C", "C", "C", "C", "N", "C", "O", "H", "H", "H", "H", "H", "H", "H", "H", "H"],
  "coordinates": [[0.91989, -0.93818, -0.47483], [-0.16699, -1.89273, -0.08747], [-1.48880, -1.19751, -0.34473], [-0.45028, 0.81979, 0.40386], [0.80078, 0.42617, -0.17716], [-0.56477, 1.95466, 1.09904], [1.77622, 1.40264, -0.36908], [-1.54890, 0.09411, 0.37991], [1.85877, -1.32929, -0.82129], [0.23887, 2.56116, 1.15522], [-1.45104, 2.22952, 1.47966], [-0.11331, -2.79799, -0.69294], [-0.11218, -2.20539, 0.97174], [-2.36087, -1.72826, 0.03783], [-1.60279, -0.98057, -1.41224], [2.72292, 1.12843, -0.79201], [1.54249, 2.45344, -0.35551]]
}



Version R
{
  "formula": "C6H9NO",
  "method": "the ωB97M-V functional and the def2-TZVPD basis",
  "homo_lumo_gap_ev": 9.590,
  "e_lumo_ev": 0.75,
  "homo_ev": -8.84,
  "smiles": "N=c1cc1.CCC=O",
  "symbols": ["N", "C", "C", "C", "H", "H", "H", "C", "C", "C", "O", "H", "H", "H", "H", "H", "H"],
  "coordinates": [[2.25952, 2.26923, 2.33861], [2.37016, 1.26644, 1.61520], [3.28144, 0.20693, 1.14689], [1.97016, 0.27427, 0.67580], [1.27824, 2.80612, 2.26782], [4.20266, -0.37102, 1.12954], [1.22201, 0.00183, -0.08252], [-1.62517, -1.21309, 0.07028], [-2.18283, -0.72304, -1.30033], [-1.28836, 0.30065, -1.86609], [-0.43983, 0.83977, -1.21953], [-1.49725, -0.46127, 0.79309], [-2.17493, -2.00923, 0.39113], [-0.58693, -1.50023, -0.05164], [-2.07569, -1.72008, -1.87056], [-3.19137, -0.44262, -1.03031], [-1.52183, 0.47533, -3.00738]]
}



Version S
{
  "formula": "C6H9NO",
  "method": "the ωB97M-V functional and the def2-TZVPD basis",
  "homo_lumo_gap_ev": [6.578, 6.578],
  "e_lumo_ev": [-1.40, -1.40],
  "homo_ev": [-7.98, -7.98],
  "symbols": ["C", "N", "C", "C", "C", "C", "C", "O", "H", "H", "H", "H", "H", "H", "H", "H", "H"],
  "coordinates": [[1.10341, -1.48283, -1.09604], [0.24157, -1.00776, -0.03409], [0.42922, 0.13718, 0.61658], [-1.35532, -0.84897, -0.23493], [-1.07125, 0.67809, 0.72168], [1.46446, 0.73018, 1.23740], [-1.13675, 1.77925, -0.10690], [-1.73363, -0.79972, -1.41607], [-1.87531, -1.47789, 0.50575], [-1.37123, 0.79991, 1.76084], [2.05214, -0.93988, -1.10547], [0.61314, -1.31192, -2.05976], [1.28136, -2.55480, -0.98405], [2.37326, 0.17204, 1.42830], [1.35773, 1.71656, 1.66355], [-1.21948, 2.78622, 0.28452], [-1.15332, 1.62436, -1.18132]]
}



Least stable structure: version P



Version P
{
  "formula": "C6H9NO",
  "method": "the ωB97M-V functional and the def2-TZVPD basis",
  "homo_lumo_gap_ev": 9.340,
  "e_lumo_ev": 1.14,
  "homo_ev": -8.20,
  "symbols": ["C", "C", "C", "C", "C", "C", "H", "H", "H", "H", "H", "H", "H", "H", "H", "N", "O"],
  "coordinates": [[-1.78645, -0.96728, -0.21364], [0.73019, -0.17838, -0.97514], [1.67213, -0.59031, 0.12500], [0.28445, -0.48697, 0.96377], [-0.15460, 1.06673, 0.91629], [0.32523, 1.51222, -0.57400], [-2.28152, -0.14054, 0.64353], [-2.16128, -0.44448, -1.15269], [-2.22380, -2.02178, 0.01278], [1.10003, -0.38461, -1.92842], [2.23440, -1.49037, 0.17170], [2.32265, 0.28896, -0.02546], [0.21252, -0.95401, 1.85969], [0.09114, 1.77655, 1.58838], [0.88249, 2.40475, -0.83963], [-0.26704, -0.86153, -0.38607], [-0.98054, 1.47108, -0.18609]]
}



Version Q
{
  "formula": "C6H9NO",
  "method": "the ωB97M-V functional and the def2-TZVPD basis",
  "homo_lumo_gap_ev": 9.799,
  "e_lumo_ev": 0.85,
  "homo_ev": -8.95,
  "smiles": "C=CCC(=C)C(N)=O",
  "symbols": ["C", "C", "C", "C", "C", "C", "N", "O", "H", "H", "H", "H", "H", "H", "H", "H", "H"],
  "coordinates": [[-2.30445, -0.76024, 1.71670], [-1.89873, 0.15193, 0.85393], [-0.21650, 0.64106, 0.73961], [0.13091, 0.08251, -0.51856], [-0.18453, -0.90076, -1.32674], [1.72706, 0.95639, -0.73826], [2.76261, 0.14356, -1.06866], [1.82186, 2.16387, -0.72903], [-3.35183, -0.94133, 1.92850], [-1.60746, -1.30718, 2.34048], [-2.58497, 0.70409, 0.22116], [-0.22207, 1.73002, 0.73578], [0.28781, 0.19077, 1.59225], [0.43716, -1.14504, -2.17571], [-1.13617, -1.40429, -1.24724], [2.68702, -0.85476, -0.99792], [3.65230, 0.54939, -1.32630]]
}



Version R
{
  "formula": "C6H9NO",
  "method": "the ωB97M-V functional and the def2-TZVPD basis",
  "homo_lumo_gap_ev": 9.163,
  "e_lumo_ev": 0.86,
  "homo_ev": -8.30,
  "symbols": ["C", "C", "C", "C", "C", "C", "H", "H", "H", "H", "H", "H", "H", "H", "H", "N", "O"],
  "coordinates": [[1.41887, -0.61399, 1.26975], [0.53337, -0.28088, -0.41363], [-0.54845, 0.35612, -1.26654], [-1.47298, -0.63425, -0.56892], [-1.11390, 0.26081, 0.69902], [0.43641, 0.26395, 0.88337], [1.21031, -1.69320, 1.40576], [2.46534, -0.25872, 1.86828], [-0.12997, -1.36231, -0.48321], [-0.64189, 0.14226, -2.30401], [-2.41201, -0.25201, -0.78736], [-1.46201, -1.72236, -0.44420], [-1.95548, 0.11363, 1.44042], [-0.65344, 2.43271, 0.03428], [0.73155, 1.22314, 0.90431], [-1.16354, 1.44167, -0.36333], [1.93407, -0.60318, -0.33866]]
}



Least stable structure: version R